Arrangement 1

Molecular formula: C24H66N6O6
Method: DFT, the ωB97M-V functional and the def2-TZVPD basis

Geometry as ORCA input:
```
! RIJCOSX wB97M-V def2-TZVPD def2/J DEFGRID3
* xyz 0 1
C -4.97 3.37 -0.67
C -4.32 2.69 -1.84
C -5.15 2.38 -3.10
O -4.31 2.13 -4.24
C -5.06 1.40 -5.20
N -3.20 3.46 -2.24
H -4.23 3.90 -0.08
H -5.16 2.61 0.09
H -5.84 3.99 -0.88
H -3.98 1.73 -1.45
H -5.72 3.26 -3.40
H -5.86 1.57 -2.93
H -5.98 1.93 -5.44
H -5.32 0.42 -4.80
H -4.44 1.18 -6.07
H -3.55 4.40 -2.13
H -2.91 3.35 -3.20
C -12.94 4.45 -6.73
C -12.48 5.44 -7.82
C -11.40 5.03 -8.72
O -10.10 4.82 -8.02
C -9.08 4.80 -9.01
N -13.69 5.61 -8.59
H -13.78 3.79 -6.93
H -13.29 4.81 -5.77
H -12.05 3.83 -6.64
H -12.13 6.37 -7.36
H -11.16 5.69 -9.56
H -11.57 4.05 -9.17
H -8.59 5.77 -9.13
H -9.40 4.42 -9.99
H -8.35 4.06 -8.67
H -14.44 5.82 -7.95
H -14.03 4.70 -8.89
C -2.55 9.91 -4.97
C -3.88 9.39 -5.55
C -5.06 10.40 -5.77
O -5.33 10.93 -4.49
C -6.37 11.85 -4.54
N -3.61 8.67 -6.78
H -1.95 9.08 -4.58
H -2.76 10.57 -4.12
H -2.02 10.36 -5.81
H -4.24 8.63 -4.85
H -5.79 9.74 -6.25
H -4.87 11.26 -6.42
H -7.26 11.30 -4.86
H -6.23 12.75 -5.14
H -6.60 12.23 -3.55
H -4.35 8.11 -7.19
H -3.64 9.47 -7.40
C -16.80 6.29 -0.59
C -15.83 5.88 -1.65
C -16.14 4.67 -2.49
O -15.17 4.32 -3.53
C -13.96 3.92 -2.96
N -15.86 6.95 -2.57
H -16.46 7.04 0.13
H -17.27 5.45 -0.07
H -17.72 6.67 -1.03
H -14.79 5.99 -1.33
H -17.05 4.71 -3.08
H -16.37 3.80 -1.88
H -14.13 3.04 -2.34
H -13.34 4.69 -2.50
H -13.31 3.54 -3.75
H -16.76 7.05 -3.01
H -15.34 6.42 -3.26
C -10.09 3.91 -3.06
C -9.61 4.64 -4.22
C -8.22 5.13 -4.28
O -8.19 6.02 -3.18
C -6.98 6.71 -2.91
N -9.83 3.74 -5.36
H -11.10 3.49 -3.09
H -10.02 4.68 -2.29
H -9.48 3.02 -2.91
H -10.41 5.36 -4.42
H -7.96 5.72 -5.15
H -7.46 4.35 -4.23
H -6.33 6.07 -2.33
H -7.31 7.61 -2.38
H -6.54 7.04 -3.85
H -9.63 4.34 -6.15
H -10.83 3.62 -5.33
C -5.07 8.97 3.09
C -5.56 7.60 3.62
C -6.19 6.92 2.38
O -7.27 7.67 1.85
C -7.52 7.67 0.45
N -4.44 6.84 4.22
H -4.96 9.06 2.01
H -4.21 9.38 3.61
H -5.89 9.68 3.06
H -6.31 7.65 4.41
H -6.44 5.89 2.63
H -5.43 6.84 1.60
H -7.50 6.66 0.04
H -6.74 8.28 -0.01
H -8.47 8.12 0.15
H -4.12 7.13 5.14
H -4.70 5.88 4.40
*
```

Values from the calculation:
- Kohn-Sham gap: 9.2 eV
- SMILES string: COC[C@H](C)N.COC[C@H](C)N.COC[C@H](C)N.COC[C@H](C)N.COC[C@H](C)N.COC[C@H](C)N
- E_LUMO: 0.3994 eV

Atom charges from the Löwdin analysis, given in e for atoms 1 to 8:
1 C -0.06
2 C -0.47
3 C -0.18
4 O -0.20
5 C -0.11
6 N 0.04
7 H 0.08
8 H 0.08


Arrangement 2

Molecular formula: C24H66N6O6
Method: DFT, the ωB97M-V functional and the def2-TZVPD basis

Geometry as ORCA input:
```
! RIJCOSX wB97M-V def2-TZVPD def2/J DEFGRID3
* xyz 0 1
C -2.80 2.02 3.67
C -2.43 1.83 5.13
C -3.41 2.44 6.14
O -2.67 2.53 7.34
C -3.43 2.75 8.52
N -2.32 0.38 5.41
H -3.82 1.74 3.43
H -2.18 1.56 2.90
H -2.76 3.11 3.51
H -1.46 2.31 5.27
H -4.29 1.81 6.31
H -3.72 3.41 5.72
H -2.73 2.49 9.31
H -4.29 2.09 8.65
H -3.66 3.82 8.58
H -1.39 0.06 5.15
H -2.45 0.18 6.39
C -1.37 -2.78 5.85
C 0.14 -2.74 5.90
C 0.77 -2.60 7.28
O 0.35 -1.36 7.80
C 0.74 -1.19 9.14
N 0.79 -3.82 5.12
H -1.81 -3.61 6.41
H -1.69 -2.81 4.81
H -1.87 -1.93 6.31
H 0.43 -1.80 5.42
H 1.86 -2.58 7.13
H 0.54 -3.46 7.93
H 1.83 -1.11 9.20
H 0.46 -2.10 9.70
H 0.33 -0.31 9.64
H 0.53 -4.67 5.62
H 0.19 -3.84 4.30
C 0.68 1.47 -4.82
C 0.65 0.57 -6.03
C -0.66 0.65 -6.81
O -0.53 -0.11 -7.99
C -1.67 -0.05 -8.81
N 1.79 0.96 -6.91
H 0.32 2.48 -5.00
H 1.62 1.52 -4.26
H 0.01 1.13 -4.02
H 0.87 -0.48 -5.84
H -0.81 1.71 -7.04
H -1.47 0.23 -6.20
H -2.35 -0.88 -8.62
H -1.38 -0.15 -9.86
H -2.16 0.92 -8.78
H 1.82 1.98 -6.95
H 1.51 0.60 -7.82
C -2.64 0.23 -3.47
C -3.44 0.91 -2.35
C -2.75 2.22 -1.95
O -1.34 2.08 -1.82
C -0.64 3.30 -1.92
N -4.79 1.28 -2.81
H -2.70 0.83 -4.38
H -3.17 -0.69 -3.72
H -1.60 0.06 -3.19
H -3.57 0.27 -1.47
H -3.06 2.51 -0.94
H -3.04 3.03 -2.64
H -0.77 3.95 -2.78
H 0.43 3.08 -1.97
H -0.71 3.81 -0.96
H -4.73 2.01 -3.52
H -5.12 0.47 -3.32
C 1.14 0.03 2.52
C 0.07 -0.71 1.73
C 0.09 -0.34 0.25
O 1.30 -0.80 -0.34
C 1.47 -0.32 -1.66
N 0.16 -2.16 1.92
H 2.11 -0.26 2.11
H 1.20 -0.29 3.56
H 1.04 1.11 2.45
H -0.91 -0.44 2.14
H -0.03 0.73 0.05
H -0.72 -0.89 -0.26
H 1.53 0.77 -1.64
H 0.59 -0.59 -2.25
H 2.40 -0.76 -2.03
H -0.39 -2.63 1.21
H 1.11 -2.44 1.68
C 3.61 -2.64 -5.46
C 4.17 -1.42 -4.72
C 5.56 -1.80 -4.15
O 6.11 -0.67 -3.47
C 5.87 -0.67 -2.08
N 4.40 -0.35 -5.69
H 3.37 -3.48 -4.81
H 4.19 -2.97 -6.32
H 2.62 -2.31 -5.78
H 3.54 -1.05 -3.91
H 6.25 -2.03 -4.96
H 5.46 -2.72 -3.55
H 6.58 0.05 -1.65
H 6.05 -1.63 -1.59
H 4.84 -0.35 -1.90
H 3.61 -0.17 -6.30
H 4.56 0.47 -5.12
*
```

Values from the calculation:
- Kohn-Sham gap: 9.0 eV
- SMILES string: COC[C@H](C)N.COC[C@H](C)N.COC[C@H](C)N.COC[C@H](C)N.COC[C@H](C)N.COC[C@H](C)N
- E_LUMO: 0.5391 eV

Atom charges from the Löwdin analysis, given in e for atoms 1 to 8:
1 C -0.08
2 C -0.42
3 C -0.21
4 O -0.20
5 C -0.10
6 N 0.05
7 H 0.08
8 H 0.06


Quick one: most stable of them? arrangement 2


Arrangement 1

Molecular formula: C2H8N3
Method: DFT, the ωB97M-V functional and the def2-TZVPD basis

Geometry as ORCA input:
```
! RIJCOSX wB97M-V def2-TZVPD def2/J DEFGRID3
* xyz 1 1
C 0.48 1.06 -0.62
C -2.65 -0.30 0.03
N -0.14 0.50 0.55
N 0.67 -0.32 -0.27
N 2.03 -0.59 0.47
H -0.30 1.16 -1.47
H 1.36 1.74 -0.66
H -2.78 0.81 -0.33
H -2.39 -1.06 -0.58
H -2.83 -0.37 1.13
H 1.79 -1.22 1.15
H 2.69 0.16 0.86
H 2.58 -1.19 -0.24
*
```

Values from the calculation:
- Kohn-Sham gap (spin up / spin down): 6.6 / 10.3 eV
- E_LUMO (spin up / spin down): -6.0345 / -4.0851 eV

Atom charges from the natural (NBO) analysis, given in e for atoms 1 to 8:
1 C -0.17
2 C -0.29
3 N -0.19
4 N -0.11
5 N -0.59
6 H 0.23
7 H 0.22
8 H 0.20


Arrangement 2

Molecular formula: C2H8N3
Method: DFT, the ωB97M-V functional and the def2-TZVPD basis

Geometry as ORCA input:
```
! RIJCOSX wB97M-V def2-TZVPD def2/J DEFGRID3
* xyz 1 1
C 1.61 -0.51 -0.31
C -0.83 0.87 -0.26
N -1.91 -0.90 0.92
N -1.88 0.45 0.42
N 2.53 0.25 -0.84
H 1.44 -0.54 0.77
H 1.21 -1.32 -0.99
H -0.92 1.90 -0.64
H -2.84 -1.25 0.94
H -1.63 -0.77 1.92
H -2.83 0.99 0.32
H 2.78 -0.03 -1.86
H 3.27 0.86 -0.38
*
```

Values from the calculation:
- Kohn-Sham gap: 8.5 eV
- E_LUMO: -4.2389 eV

Atom charges from the natural (NBO) analysis, given in e for atoms 1 to 8:
1 C 0.12
2 C -0.07
3 N -0.63
4 N -0.41
5 N -0.68
6 H 0.24
7 H 0.25
8 H 0.16


Quick one: most stable of them? arrangement 2


Arrangement 1

Molecular formula: C2H8N3
Method: DFT, the ωB97M-V functional and the def2-TZVPD basis

Geometry as ORCA input:
```
! RIJCOSX wB97M-V def2-TZVPD def2/J DEFGRID3
* xyz 1 1
C 0.43 -0.47 -0.84
C -0.17 0.26 2.57
N 0.57 -0.72 0.57
N 1.22 -1.12 -1.63
N -0.17 0.10 1.26
H -2.11 -0.27 -2.67
H 0.65 -0.24 3.03
H -0.73 1.02 2.98
H -2.55 -0.23 -3.32
H 1.38 -1.06 1.06
H 1.96 -1.83 -1.50
H 1.09 -0.87 -2.56
H -0.65 0.84 0.70
*
```

Values from the calculation:
- Kohn-Sham gap: 8.8 eV
- E_LUMO: -5.1412 eV

Atom charges from the natural (NBO) analysis, given in e for atoms 1 to 8:
1 C 0.19
2 C 0.01
3 N -0.43
4 N -0.73
5 N -0.19
6 H -0.03
7 H 0.21
8 H 0.24


Arrangement 2

Molecular formula: C2H8N3
Method: DFT, the ωB97M-V functional and the def2-TZVPD basis

Geometry as ORCA input:
```
! RIJCOSX wB97M-V def2-TZVPD def2/J DEFGRID3
* xyz 1 1
C 1.36 -0.22 0.24
C -1.07 -0.64 0.02
N 2.50 0.48 -0.02
N -1.96 0.71 -0.03
N 0.23 -0.13 -0.39
H 1.39 -1.01 1.05
H -0.94 -0.98 1.06
H -1.34 -1.21 -0.83
H 3.25 0.50 0.65
H 2.48 1.23 -0.69
H -1.97 1.02 0.91
H -2.84 0.64 -0.52
H 0.13 0.70 -0.99
*
```

Values from the calculation:
- Kohn-Sham gap: 10.5 eV
- SMILES string: N/C=[NH+]/CN
- E_LUMO: -3.7684 eV

Atom charges from the natural (NBO) analysis, given in e for atoms 1 to 8:
1 C 0.40
2 C -0.06
3 N -0.73
4 N -0.85
5 N -0.51
6 H 0.23
7 H 0.22
8 H 0.23


Arrangement 3

Molecular formula: C2H8N3
Method: DFT, the ωB97M-V functional and the def2-TZVPD basis

Geometry as ORCA input:
```
! RIJCOSX wB97M-V def2-TZVPD def2/J DEFGRID3
* xyz 1 1
C -0.41 -0.27 0.28
C 2.02 -0.17 -0.38
N -0.49 -1.33 0.88
N 0.62 0.39 -0.26
N -1.80 0.61 0.03
H 2.57 -0.01 0.60
H 2.58 0.36 -1.25
H 2.03 -1.19 -0.58
H -1.30 -1.86 1.13
H 0.57 1.41 -0.32
H -2.34 -0.17 0.29
H -2.09 1.47 0.60
H -1.95 0.75 -1.02
*
```

Values from the calculation:
- Kohn-Sham gap: 10.5 eV
- SMILES string: [H]/N=C(\[NH3+])NC
- E_LUMO: -3.9028 eV

Atom charges from the natural (NBO) analysis, given in e for atoms 1 to 8:
1 C 0.62
2 C -0.41
3 N -0.66
4 N -0.61
5 N -0.81
6 H 0.23
7 H 0.24
8 H 0.23


Arrangement 4

Molecular formula: C2H8N3
Method: DFT, the ωB97M-V functional and the def2-TZVPD basis

Geometry as ORCA input:
```
! RIJCOSX wB97M-V def2-TZVPD def2/J DEFGRID3
* xyz 1 1
C -1.35 1.42 -0.05
C -0.19 -0.71 -0.76
N -0.43 0.47 0.34
N 1.14 -1.10 -0.54
N 0.37 0.14 1.49
H -1.55 2.18 0.66
H -1.83 1.22 -1.00
H -0.38 -0.07 -1.61
H -0.85 -1.59 -0.57
H 1.57 -1.89 -0.03
H 1.28 -0.26 1.18
H 1.70 -0.73 -1.25
H 0.52 0.91 2.14
*
```

Values from the calculation:
- Kohn-Sham gap: 9.9 eV
- SMILES string: C=[N+](N)CN
- E_LUMO: -4.8352 eV

Atom charges from the natural (NBO) analysis, given in e for atoms 1 to 8:
1 C -0.01
2 C -0.03
3 N -0.10
4 N -0.87
5 N -0.58
6 H 0.23
7 H 0.24
8 H 0.22


Quick one: most stable of them? arrangement 2


Arrangement 1

Molecular formula: C2H10N2O2
Method: DFT, the ωB97M-V functional and the def2-TZVPD basis

Geometry as ORCA input:
```
! RIJCOSX wB97M-V def2-TZVPD def2/J DEFGRID3
* xyz 0 1
C -0.11 1.12 -0.53
C -0.97 0.64 0.37
N -0.84 0.77 1.74
N -0.24 0.85 -1.93
H 0.75 1.74 -0.30
H -1.94 0.25 0.03
H -0.16 1.39 2.14
H -1.06 -0.04 2.29
H 0.05 1.65 -2.48
H -1.21 0.70 -2.19
H 1.76 -1.40 1.91
H 0.90 -1.20 0.69
O 0.84 -1.48 1.64
H 0.96 -0.96 -1.42
H 0.19 -2.22 -1.02
O 1.07 -1.79 -0.95
*
```

Values from the calculation:
- Kohn-Sham gap: 8.4 eV
- SMILES string: N/C=C/N.O.O
- E_LUMO: 0.9071 eV

Atom charges from the natural (NBO) analysis, given in e for atoms 1 to 8:
1 C -0.14
2 C -0.06
3 N -0.83
4 N -0.85
5 H 0.19
6 H 0.18
7 H 0.38
8 H 0.40


Arrangement 2

Molecular formula: C2H10N2O2
Method: DFT, the ωB97M-V functional and the def2-TZVPD basis

Geometry as ORCA input:
```
! RIJCOSX wB97M-V def2-TZVPD def2/J DEFGRID3
* xyz 0 1
C -0.24 -1.43 0.13
N -0.63 -0.34 -0.76
C 0.29 0.61 -1.12
N 0.31 1.05 -2.32
H -0.62 -2.40 -0.19
H -0.85 -1.36 1.04
H 0.83 -1.38 0.29
H -1.17 -0.52 -1.59
H 0.90 0.94 -0.27
H 1.28 1.33 -2.49
H -2.12 3.11 -2.35
H -1.52 1.82 -2.24
O -2.26 2.27 -1.89
H 1.77 -0.85 5.27
H 2.35 -1.76 4.16
O 1.68 -1.09 4.34
*
```

Values from the calculation:
- Kohn-Sham gap: 9.5 eV
- SMILES string: [H]/N=C/NC.O.O
- E_LUMO: 0.7056 eV

Atom charges from the natural (NBO) analysis, given in e for atoms 1 to 8:
1 C -0.42
2 N -0.61
3 C 0.32
4 N -0.80
5 H 0.21
6 H 0.20
7 H 0.20
8 H 0.39


Arrangement 3

Molecular formula: C2H10N2O2
Method: DFT, the ωB97M-V functional and the def2-TZVPD basis

Geometry as ORCA input:
```
! RIJCOSX wB97M-V def2-TZVPD def2/J DEFGRID3
* xyz 0 1
C 1.84 -0.43 0.30
N 1.45 0.04 -1.03
O 2.09 0.67 1.10
O 0.85 -1.25 0.80
H 1.26 1.16 1.21
H 0.01 -0.74 0.78
H 2.77 -1.02 0.30
H 1.30 -0.75 -1.64
H 2.19 0.62 -1.42
C -2.37 -0.14 -0.17
N -1.21 0.60 0.31
H -1.51 1.43 0.80
H -0.64 0.88 -0.48
H -2.96 -0.47 0.69
H -2.03 -1.02 -0.71
H -3.02 0.44 -0.84
*
```

Values from the calculation:
- Kohn-Sham gap: 10.6 eV
- SMILES string: NC(O)O.CN
- E_LUMO: 0.8806 eV

Atom charges from the natural (NBO) analysis, given in e for atoms 1 to 8:
1 C 0.50
2 N -0.89
3 O -0.72
4 O -0.75
5 H 0.47
6 H 0.49
7 H 0.13
8 H 0.37


Quick one: most stable of them? arrangement 3